Entry 1:
Computed, not measured: C58H48F5NOP2S2ScSi as an isolated structure, with ωB97M-V with the def2-TZVPD basis set.

Positions of all 119 atoms, in Å:
1 Sc -0.42 -1.00 -1.01
2 O -0.53 -1.79 0.92
3 S -0.77 -0.73 2.01
4 C 0.30 -1.11 3.38
5 C -0.25 -0.95 4.64
6 C 0.48 -1.12 5.83
7 C 1.79 -1.46 5.72
8 C 2.82 -1.75 6.79
9 C 4.13 -2.02 6.01
10 C 3.75 -1.86 4.56
11 C 4.51 -1.94 3.43
12 C 3.88 -1.69 2.21
13 C 2.54 -1.38 2.04
14 P 2.16 -1.03 0.25
15 C 2.78 -2.59 -0.47
16 C 3.69 -2.70 -1.52
17 C 4.03 -3.95 -2.02
18 C 3.44 -5.10 -1.52
19 C 2.49 -4.99 -0.50
20 C 2.17 -3.75 0.02
21 C 3.32 0.35 -0.06
22 C 2.80 1.60 0.29
23 C 3.58 2.74 0.21
24 C 4.89 2.65 -0.25
25 C 5.42 1.42 -0.60
26 C 4.64 0.27 -0.49
27 C 1.71 -1.34 3.21
28 C 2.38 -1.56 4.44
29 C -2.40 -1.08 2.60
30 C -2.65 -2.21 3.34
31 C -3.89 -2.43 3.97
32 C -4.84 -1.45 3.88
33 C -6.22 -1.32 4.49
34 C -6.75 0.05 4.00
35 C -5.68 0.58 3.07
36 C -5.60 1.70 2.30
37 C -4.49 1.85 1.45
38 C -3.43 0.95 1.40
39 P -2.33 1.04 -0.07
40 C -1.64 2.72 0.10
41 C -1.90 3.79 -0.75
42 C -1.26 5.01 -0.57
43 C -0.35 5.18 0.46
44 C -0.09 4.12 1.33
45 C -0.73 2.91 1.15
46 C -3.54 1.02 -1.45
47 C -3.18 1.43 -2.74
48 C -4.07 1.29 -3.79
49 C -5.31 0.70 -3.59
50 C -5.65 0.24 -2.33
51 C -4.77 0.40 -1.27
52 C -3.42 -0.13 2.32
53 C -4.59 -0.32 3.07
54 H -1.30 -0.70 4.73
55 H -0.01 -1.00 6.78
56 H 2.91 -0.90 7.47
57 H 2.51 -2.60 7.39
58 H 4.92 -1.33 6.29
59 H 4.51 -3.03 6.20
60 H 5.57 -2.18 3.46
61 H 4.51 -1.74 1.32
62 H 4.12 -1.83 -1.97
63 H 4.75 -4.03 -2.82
64 H 3.70 -6.07 -1.92
65 H 2.01 -5.88 -0.12
66 H 1.44 -3.68 0.82
67 H 1.78 1.68 0.63
68 H 3.16 3.70 0.49
69 H 5.50 3.55 -0.34
70 H 6.44 1.34 -0.94
71 H 5.10 -0.68 -0.72
72 H -1.85 -2.93 3.49
73 H -4.04 -3.33 4.55
74 H -6.85 -2.15 4.16
75 H -6.17 -1.38 5.58
76 H -7.71 -0.05 3.48
77 H -6.92 0.74 4.83
78 H -6.39 2.44 2.28
79 H -4.49 2.67 0.74
80 H -2.62 3.70 -1.55
81 H -1.48 5.84 -1.24
82 H 0.15 6.13 0.60
83 H 0.60 4.25 2.15
84 H -0.53 2.09 1.84
85 H -2.19 1.82 -2.93
86 H -3.77 1.62 -4.78
87 H -5.99 0.58 -4.42
88 H -6.60 -0.24 -2.17
89 H -5.07 0.03 -0.29
90 C 0.16 3.29 -4.79
91 Si 1.83 2.44 -4.76
92 C 2.56 2.50 -6.49
93 C 2.97 3.26 -3.52
94 C 1.70 0.61 -4.28
95 C 2.24 -0.40 -5.06
96 C 2.14 -1.74 -4.70
97 C 1.52 -2.05 -3.52
98 N 1.03 -1.10 -2.72
99 C 1.08 0.20 -3.09
100 S 0.28 1.25 -1.95
101 H 0.25 4.25 -5.30
102 H -0.22 3.46 -3.78
103 H -0.58 2.69 -5.34
104 H 2.47 3.51 -6.89
105 H 2.03 1.83 -7.18
106 H 3.62 2.23 -6.51
107 H 3.15 4.30 -3.78
108 H 3.94 2.74 -3.48
109 H 2.54 3.22 -2.52
110 H 2.74 -0.14 -5.99
111 H 2.54 -2.53 -5.33
112 H 1.39 -3.07 -3.18
113 F -0.65 -3.02 -1.67
114 C -2.15 -3.09 -1.93
115 F -2.48 -2.00 -1.01
116 C -2.19 -2.31 -3.24
117 F -1.49 -2.88 -4.20
118 F -3.44 -2.13 -3.65
119 F -1.65 -1.01 -3.09

Summary:
* max |F|: 0.4 eV/A
* LUMO: -0.09761 Eh
* HOMO level: -10.138 eV
* Kohn-Sham gap: 7.482 eV
* total charge: +1
* ΔE to the lowest compared entry with this formula, charge and spin: 0.0 kcal per mole

Results of the Mulliken charge analysis, in e, for atoms 1 through 99:
1 Sc 0.884
2 O -0.996
3 S 2.519
4 C -0.540
5 C -0.257
6 C -1.530
7 C 0.146
8 C -0.794
9 C -0.961
10 C 0.321
11 C -1.273
12 C -0.261
13 C 0.494
14 P 2.340
15 C 1.224
16 C -0.573
17 C -0.835
18 C -0.777
19 C -0.681
20 C -1.178
21 C 1.304
22 C -0.696
23 C -0.536
24 C -0.626
25 C -1.029
26 C -0.903
27 C -1.532
28 C 1.563
29 C -0.261
30 C 0.022
31 C -1.314
32 C 0.174
33 C -0.970
34 C -0.814
35 C 0.472
36 C -1.119
37 C 0.358
38 C -0.552
39 P 1.478
40 C 0.292
41 C -0.295
42 C -0.866
43 C -0.658
44 C -0.463
45 C -0.451
46 C 0.801
47 C -0.883
48 C -0.793
49 C -0.886
50 C -0.694
51 C -0.680
52 C -1.545
53 C 1.348
54 H 0.711
55 H 0.468
56 H 0.338
57 H 0.300
58 H 0.316
59 H 0.317
60 H 0.524
61 H 0.335
62 H 0.201
63 H 0.460
64 H 0.402
65 H 0.493
66 H 0.272
67 H -0.097
68 H 0.442
69 H 0.420
70 H 0.444
71 H 0.491
72 H 0.683
73 H 0.463
74 H 0.328
75 H 0.331
76 H 0.311
77 H 0.322
78 H 0.480
79 H 0.530
80 H 0.488
81 H 0.501
82 H 0.431
83 H 0.505
84 H 0.288
85 H 0.480
86 H 0.488
87 H 0.402
88 H 0.445
89 H 0.319
90 C -0.620
91 Si 0.371
92 C -1.218
93 C -0.717
94 C 0.364
95 C -0.055
96 C -1.817
97 C -0.877
98 N 0.673
99 C 0.640


Entry 2:
Computed, not measured: C12H23NO6 as an isolated structure at a distorted geometry, with ωB97M-V with the def2-TZVPD basis set.

Positions of all 42 atoms, in Å:
1 C 0.83 -0.43 3.77
2 H -0.19 -0.26 3.34
3 H 0.79 -1.59 4.18
4 C 1.95 -0.23 2.84
5 H 1.83 0.74 2.50
6 H 2.93 -0.40 3.23
7 C 1.99 -0.88 1.36
8 C 3.20 -0.89 0.66
9 H 4.12 -1.17 1.18
10 H 3.10 -1.30 -0.28
11 H 3.47 0.26 0.51
12 H 2.06 -2.25 1.77
13 O 0.56 -0.97 0.72
14 C 0.55 0.34 0.26
15 O 1.11 0.34 -1.06
16 C 0.89 -0.47 -2.05
17 C 1.65 -0.36 -3.24
18 O 2.94 -1.13 -2.96
19 H 3.59 -1.10 -3.43
20 H 2.12 0.71 -3.30
21 H 1.27 -0.91 -4.10
22 C -0.45 -0.35 -2.39
23 O -0.80 0.82 -2.90
24 H -0.25 1.60 -2.54
25 C -1.44 -0.87 -0.95
26 O -2.90 -0.47 -1.29
27 H -3.11 0.32 -2.07
28 H -1.27 -1.66 -0.53
29 C -0.99 0.52 -0.12
30 N -1.80 0.34 1.20
31 C -2.28 1.23 1.94
32 O -2.25 2.32 1.47
33 C -3.12 0.89 3.13
34 H -2.60 0.32 3.68
35 H -3.56 1.77 3.50
36 H -3.83 0.25 2.93
37 H -1.97 -0.85 1.56
38 H -1.18 1.69 -0.38
39 H -0.88 -1.21 -3.06
40 H 1.20 -1.51 -1.51
41 H 0.77 1.36 0.79
42 H 1.11 0.25 4.56

Summary:
* max |F|: 19.5 eV/A
* LUMO: 0.02401 Eh
* HOMO level: -8.681 eV
* Kohn-Sham gap: 9.335 eV
* total charge: 0
* ΔE to the lowest compared entry with this formula, charge and spin: 316.6 kcal per mole

Calculated atomic charges, method natural (NBO), unit e:
1 C -0.602
2 H 0.221
3 H 0.196
4 C -0.432
5 H 0.189
6 H 0.218
7 C 0.173
8 C -0.684
9 H 0.249
10 H 0.255
11 H 0.174
12 H 0.135
13 O -0.533
14 C 0.322
15 O -0.584
16 C -0.032
17 C -0.083
18 O -0.755
19 H 0.441
20 H 0.208
21 H 0.223
22 C 0.134
23 O -0.702
24 H 0.489
25 C 0.139
26 O -0.790
27 H 0.504
28 H 0.153
29 C -0.107
30 N -0.582
31 C 0.641
32 O -0.673
33 C -0.683
34 H 0.210
35 H 0.238
36 H 0.224
37 H 0.376
38 H 0.283
39 H 0.190
40 H 0.208
41 H 0.229
42 H 0.222


Entry 3:
Computed, not measured: C2H8CsN2O2 as an isolated structure at a distorted geometry, with ωB97M-V with the def2-TZVPD basis set.

Positions of all 15 atoms, in Å:
1 Cs 2.22 1.26 1.04
2 C 1.36 -2.59 2.67
3 O 1.26 -1.43 1.85
4 H 2.16 -2.45 3.40
5 H 0.43 -2.94 3.13
6 H 1.56 -3.39 1.95
7 H 0.41 -1.27 1.43
8 C -0.76 1.58 -1.65
9 O 0.31 1.78 -1.18
10 N -0.88 1.14 -2.85
11 N -1.91 1.75 -1.11
12 H 0.05 1.01 -3.23
13 H -1.68 1.36 -3.43
14 H -2.75 1.77 -1.66
15 H -1.80 2.42 -0.36

Summary:
* max |F|: 5.4 eV/A
* LUMO (alpha / beta): -0.26031 / -0.50463 Eh
* multiplicity: 2
* HOMO level (alpha / beta): -16.499 / -16.499 eV
* Kohn-Sham gap (alpha / beta): 9.416 / 2.768 eV
* total charge: +2
* ΔE to the lowest compared entry with this formula, charge and spin: 8.6 kcal per mole

Calculated atomic charges, method natural (NBO), unit e:
1 Cs 0.995
2 C -0.253
3 O -0.800
4 H 0.207
5 H 0.196
6 H 0.186
7 H 0.467
8 C 0.681
9 O -0.426
10 N -0.377
11 N -0.655
12 H 0.451
13 H 0.450
14 H 0.438
15 H 0.438


Entry 4:
Computed, not measured: C23H23AsBeP as an isolated structure at a distorted geometry, with ωB97M-V with the def2-TZVPD basis set.

Positions of all 49 atoms, in Å:
1 C 1.09 1.26 -4.20
2 C 0.38 0.68 -5.23
3 C -0.25 -0.60 -5.17
4 C -0.24 -1.38 -3.99
5 C 0.16 -0.88 -2.78
6 Be -0.08 0.66 -3.19
7 P -0.07 2.52 -2.13
8 H 1.78 2.12 -4.30
9 H 0.31 1.18 -6.20
10 H -0.61 -1.04 -6.11
11 H 0.31 -1.53 -1.91
12 H -0.56 -2.43 -4.12
13 H -1.19 2.88 -1.30
14 H 0.13 3.74 -2.79
15 H 1.06 2.57 -1.24
16 C -1.06 3.12 3.89
17 C 0.27 2.71 3.67
18 C 0.57 1.82 2.63
19 C -0.46 1.33 1.81
20 C -1.78 1.75 2.02
21 C -2.08 2.64 3.05
22 As -0.11 0.23 0.24
23 C 1.63 -0.47 0.78
24 C 2.65 -0.29 -0.17
25 C 3.95 -0.71 0.11
26 C 4.23 -1.30 1.35
27 C 3.21 -1.49 2.30
28 C 1.91 -1.04 2.03
29 C -1.40 -1.21 0.59
30 C -1.04 -2.41 1.21
31 C -2.04 -3.37 1.45
32 C -3.36 -3.14 1.02
33 C -3.68 -1.95 0.35
34 C -2.71 -0.98 0.14
35 H -1.29 3.81 4.70
36 H 1.08 3.10 4.31
37 H 1.61 1.51 2.47
38 H -2.58 1.39 1.37
39 H -3.11 2.98 3.21
40 H 2.41 0.16 -1.13
41 H 4.74 -0.57 -0.63
42 H 5.25 -1.63 1.57
43 H 3.43 -1.98 3.25
44 H 1.12 -1.14 2.78
45 H 0.00 -2.60 1.49
46 H -1.78 -4.30 1.96
47 H -4.13 -3.89 1.21
48 H -4.70 -1.79 -0.01
49 H -2.96 -0.05 -0.37

Summary:
* max |F|: 2.4 eV/A
* LUMO: 0.10050 Eh
* HOMO level: -1.297 eV
* Kohn-Sham gap: 4.032 eV
* total charge: -1
* ΔE to the lowest compared entry with this formula, charge and spin: 31.3 kcal per mole

Calculated atomic charges, method natural (NBO), unit e:
1 C -1.119
2 C -0.340
3 C -0.510
4 C -0.275
5 C -1.103
6 Be 1.552
7 P 0.043
8 H 0.169
9 H 0.166
10 H 0.182
11 H 0.163
12 H 0.157
13 H -0.062
14 H -0.012
15 H 0.012
16 C -0.241
17 C -0.201
18 C -0.270
19 C -0.238
20 C -0.253
21 C -0.211
22 As 0.937
23 C -0.256
24 C -0.235
25 C -0.202
26 C -0.220
27 C -0.230
28 C -0.261
29 C -0.201
30 C -0.263
31 C -0.199
32 C -0.231
33 C -0.210
34 C -0.248
35 H 0.204
36 H 0.204
37 H 0.223
38 H 0.214
39 H 0.205
40 H 0.260
41 H 0.214
42 H 0.205
43 H 0.205
44 H 0.221
45 H 0.221
46 H 0.203
47 H 0.205
48 H 0.208
49 H 0.218


Entry 5:
Computed, not measured: a 2-piece molecular cluster, H3OP overall at a distorted geometry, with ωB97M-V with the def2-TZVPD basis set.

Positions of all 5 atoms, in Å:
1 O -1.76 -0.62 0.03
2 P 1.11 -0.76 -0.02
3 H -2.24 -0.15 -0.75
4 H 0.50 0.55 -0.39
5 H 1.31 -0.19 1.21

Summary:
* max |F|: 4.0 eV/A
* LUMO (alpha / beta): -0.10475 / -0.10476 Eh
* HOMO level (alpha / beta): -9.406 / -9.418 eV
* Kohn-Sham gap (alpha / beta): 6.556 / 6.567 eV
* total charge: 0
* ΔE to the lowest compared entry with this formula, charge and spin: 101.8 kcal per mole

Calculated atomic charges, method natural (NBO), unit e:
1 O -0.878
2 P 0.493
3 H 0.435
4 H 0.014
5 H -0.065